Below is a structure of composition C20H31GaO5S in a non-equilibrium geometry, with properties calculated with wB97M-V/def2-TZVPD.

Geometry (Å):
Ga 0.50 -1.93 -1.68
S 2.42 -4.08 -0.49
O 0.35 -2.02 -3.87
O 1.73 -3.39 -1.70
O 3.32 -3.15 0.12
O 0.30 2.25 -4.16
O 2.94 -5.33 -0.97
C -1.69 -1.71 -0.85
C -2.05 -0.83 1.25
C 0.67 -2.38 -6.27
C 1.25 0.82 0.25
C 1.12 1.81 -0.75
C -1.44 3.41 -2.92
C -0.98 2.91 -4.28
C -0.14 -1.54 -5.24
C 0.99 -4.42 0.51
C 1.37 -3.09 -4.05
C 0.91 3.06 -5.18
C -0.38 3.92 -5.32
C 2.07 -0.22 -0.27
C 1.53 -3.41 -5.51
C -2.03 1.90 -4.75
C -1.94 0.26 0.34
C -1.71 -0.25 -0.95
C -1.89 -2.01 0.55
C 2.45 0.14 -1.61
C 1.95 1.44 -1.84
H -1.92 -3.03 0.94
H 1.34 -1.75 -6.88
H 0.78 0.81 1.22
H 1.14 2.41 -6.03
H 1.35 -4.92 1.41
H 2.30 -2.70 -3.66
H 2.19 2.06 -2.70
H 1.18 -4.44 -5.67
H 0.46 2.68 -0.69
H -2.35 1.43 -3.82
H -1.48 0.33 -1.84
H -1.99 1.30 0.59
H 2.45 -1.07 0.28
H -1.66 2.51 -2.29
H -0.28 4.93 -4.94
H -1.85 -2.42 -1.67
H -0.84 3.92 -6.33
H -1.23 -1.68 -5.30
H 0.05 -0.45 -5.34
H 0.02 -2.97 -6.93
H 3.00 -0.50 -2.30
H 0.45 -3.52 0.82
H -2.89 2.44 -5.19
H -2.38 3.94 -3.07
H 1.09 -3.97 -3.48
H -0.74 4.05 -2.40
H 0.35 -5.07 -0.07
H -2.16 -0.73 2.33
H 2.60 -3.37 -5.72
H 1.78 3.57 -4.76
H -1.68 1.07 -5.40

Calculated values
Largest force on an atom: 2.929 eV Å⁻¹
LUMO energy: -1.040 eV
M: 453.25 g/mol
HOMO level: -7.09 eV
E_tot: -94686.0593 eV
Total charge: 0

How positive or negative is each atom? The natural (NBO) charges in e answer that: 1.52, 2.42, -0.64, -1.17, -0.94, -0.55, -0.94, -0.50, -0.21, -0.44, -0.32, -0.20, -0.63, 0.27, -0.05, -0.90, -0.06, -0.06, -0.45, -0.35, -0.43, -0.63, -0.26, -0.27, -0.31, -0.33, -0.31, 0.22, 0.23, 0.21, 0.17, 0.25, 0.21, 0.21, 0.22, 0.20, 0.21, 0.23, 0.22, 0.26, 0.22, 0.21, 0.24, 0.21, 0.20, 0.22, 0.23, 0.22, 0.25, 0.21, 0.21, 0.22, 0.22, 0.24, 0.22, 0.23, 0.18, 0.21